Density functional theory data (ωB97M-V/def2-TZVPD) for a 2-piece molecular cluster, C5H12NO overall.

The value obtained for the relative energy (zero: lowest compared OMol25 entry of this formula, charge and spin) is 105.4 kcal per mole. The HOMO energy is -12.062 eV. The HOMO-LUMO gap comes out at 8.09 eV. As for the total charge: +1. For the total energy, the calculation gives -327.29168 Ha. Its molar mass is 102.16 g mol⁻¹.

Structure (XYZ):
```
19
C5H12NO, DFT ωB97M-V/def2-TZVPD
C -0.3964 1.7603 0.0834
C 2.2765 -0.0690 0.0414
C 2.9192 -1.3866 0.2436
C -3.2316 -0.3049 -0.0797
C -1.7145 -0.3907 -0.3564
N -1.1825 0.8137 0.3224
O 3.0402 0.9284 -0.2990
H -0.2742 2.4864 0.7599
H 0.0244 1.7237 -0.9522
H 2.3828 -1.8637 0.9531
H 3.9251 -1.3786 0.5486
H 2.9254 -1.8979 -0.7476
H -3.3440 0.2062 0.7764
H -3.8132 0.1936 -0.9193
H -3.5365 -1.3755 0.0716
H -1.3454 -0.2385 -1.3209
H -1.0508 -1.0719 0.1525
H -1.5343 0.9895 1.2288
H 3.9296 0.8754 -0.5066
```

Atomic partial charges in e from the natural (NBO) method, atoms 1 to 4: C 0.14; C 0.26; C -0.78; C -0.61

Density functional theory data (ωB97M-V/def2-TZVPD) for a 2-piece molecular cluster, CH3NO2 overall.

The value obtained for the relative energy (zero: lowest compared OMol25 entry of this formula, charge and spin) is 102.5 kcal per mole. The HOMO energy is -10.324 eV. The HOMO-LUMO gap comes out at 10.95 eV. For the total energy, the calculation gives -245.01572 Ha. Its molar mass is 61.04 g mol⁻¹.

Structure (XYZ):
```
7
CH3NO2, DFT ωB97M-V/def2-TZVPD
C -0.0270 -1.1833 0.6754
N 0.9911 -1.2900 0.0972
O 2.0854 -1.5838 -0.3037
O 1.0726 1.3694 -0.2905
H -1.0369 -0.7953 0.6520
H 1.4668 0.5671 -0.6554
H 1.4331 1.6899 0.5673
```

Atomic partial charges in e from the natural (NBO) method, atoms 1 to 4: C -0.03; N 0.17; O -0.40; O -0.97